# 1
Here is a cluster of 2 separate species, C2H4NO3 in total from the OMol25 dataset. Energies are from ωB97M-V/def2-TZVPD.

Each line ends with the Löwdin charge.
Element x y z (Å)
C 0.909 0.300 -1.706  0.121
C -0.672 -0.201 -0.018  0.037
N 1.219 0.395 -3.214  -0.391
O 1.940 -0.450 -3.605  0.208
O 0.671 1.312 -3.715  0.214
O -0.206 -0.027 -1.340  0.058
H 2.413 0.443 -0.269  0.381
H 0.010 0.267 0.701  0.108
H -0.746 -1.277 0.178  0.133
H -1.679 0.223 0.030  0.131

The multiplicity is 1. For the energy above the lowest of the compared OMol25 structures with the same formula, charge and spin, the calculation gives 99.3 kcal/mol. Its net charge is +1. For the molar mass, the calculation gives 90.06 g mol⁻¹. For the HOMO-LUMO gap (alpha / beta), the calculation gives 9.3 / 8.4 eV. The value obtained for the HOMO energy (alpha / beta) is -16.513 / -16.607 eV. For the energy, the calculation gives -9754.242 eV.



# 2
Here is a cluster of 6 separate species, C25H47NO18P in total from the OMol25 dataset. Energies are from ωB97M-V/def2-TZVPD.

Each line ends with the Löwdin charge.
Element x y z (Å)
O 7.842 -9.997 3.032  -0.190
P 7.489 -8.771 3.718  0.421
O 7.718 -8.746 5.257  -0.034
O 8.108 -7.443 3.131  -0.063
N 5.742 -8.553 3.502  -0.054
C 4.999 -9.663 3.329  -0.017
C 3.637 -9.546 3.129  0.010
C 3.052 -8.297 3.110  0.014
C 3.826 -7.166 3.286  0.006
C 5.180 -7.327 3.486  -0.035
H 8.378 -8.098 5.547  0.123
H 7.780 -7.339 2.225  0.115
H 5.494 -10.618 3.330  0.140
H 3.075 -10.453 2.992  0.130
H 1.989 -8.201 2.958  0.135
H 3.443 -6.161 3.269  0.134
H 5.816 -6.470 3.631  0.142
C 0.626 -1.137 2.330  -0.057
C 1.898 -1.854 1.936  -0.209
O 1.646 -3.231 1.602  0.023
C 1.159 -3.436 0.377  -0.617
O 0.941 -2.596 -0.450  0.136
O 0.946 -4.748 0.231  -0.010
C 0.352 -5.105 -1.022  -0.036
H 0.115 -1.675 3.129  0.082
H 0.846 -0.126 2.671  0.085
H -0.063 -1.071 1.489  0.074
H 2.591 -1.880 2.775  0.117
H 2.399 -1.354 1.108  0.124
H 0.919 -4.695 -1.854  0.097
H -0.678 -4.756 -1.063  0.102
H 0.367 -6.190 -1.074  0.090
C -2.947 1.924 -2.071  -0.059
C -2.201 1.183 -0.982  -0.213
O -2.205 1.920 0.251  0.035
C -3.321 1.826 0.970  -0.617
O -4.291 1.169 0.697  0.123
O -3.177 2.585 2.057  0.003
C -4.328 2.624 2.903  -0.040
H -2.552 2.933 -2.186  0.083
H -2.852 1.402 -3.022  0.076
H -4.006 2.009 -1.829  0.078
H -1.154 1.070 -1.257  0.121
H -2.608 0.184 -0.826  0.120
H -4.658 1.619 3.160  0.094
H -5.135 3.169 2.417  0.100
H -4.030 3.149 3.806  0.092
C -1.111 6.839 -5.623  -0.059
C -2.299 6.204 -6.312  -0.204
O -1.905 5.064 -7.094  0.043
C -1.717 3.940 -6.412  -0.613
O -1.865 3.790 -5.227  0.116
O -1.332 2.994 -7.272  0.007
C -1.044 1.733 -6.669  -0.042
H -0.332 7.076 -6.350  0.083
H -1.413 7.756 -5.118  0.081
H -0.680 6.163 -4.885  0.075
H -2.740 6.906 -7.016  0.112
H -3.072 5.922 -5.599  0.126
H -1.876 1.395 -6.054  0.090
H -0.138 1.800 -6.068  0.098
H -0.888 1.031 -7.482  0.093
C 3.634 -2.252 7.972  -0.060
C 2.472 -2.920 7.272  -0.199
O 2.904 -4.062 6.504  0.034
C 3.103 -5.172 7.202  -0.611
O 2.946 -5.327 8.380  0.147
O 3.520 -6.125 6.347  -0.027
C 3.827 -7.370 6.979  -0.035
H 4.418 -2.000 7.257  0.082
H 3.302 -1.339 8.465  0.086
H 4.068 -2.910 8.724  0.078
H 2.022 -2.242 6.549  0.122
H 1.696 -3.219 7.975  0.127
H 3.000 -7.712 7.596  0.103
H 4.728 -7.277 7.583  0.103
H 4.000 -8.091 6.181  0.072
C -6.769 11.725 -4.486  -0.064
C -5.294 11.563 -4.786  -0.212
O -5.013 10.281 -5.369  0.035
C -5.275 10.179 -6.670  -0.614
O -5.693 11.051 -7.384  0.129
O -4.988 8.932 -7.051  -0.006
C -5.274 8.659 -8.426  -0.037
H -7.125 10.898 -3.870  0.081
H -6.947 12.661 -3.957  0.081
H -7.355 11.731 -5.404  0.076
H -4.715 11.595 -3.865  0.122
H -4.929 12.356 -5.437  0.123
H -4.805 9.395 -9.075  0.097
H -6.349 8.643 -8.591  0.100
H -4.862 7.676 -8.637  0.088

The multiplicity is 1. Its net charge is +1. For the molar mass, the calculation gives 680.61 g mol⁻¹. For the HOMO-LUMO gap, the calculation gives 7.0 eV. The value obtained for the HOMO energy is -11.642 eV. For the energy, the calculation gives -74318.557 eV.



# 3
Here is a cluster of 2 separate species, C5H6N2 in total from the OMol25 dataset. Energies are from ωB97M-V/def2-TZVPD.

Each line ends with the Löwdin charge.
Element x y z (Å)
H -3.466 -0.586 -0.848  0.064
N -2.861 -1.356 -0.569  0.152
C -1.819 -1.023 0.063  -0.483
C -0.858 -2.072 0.521  -0.053
C -1.470 0.326 0.391  -0.086
C -1.260 1.485 0.623  0.141
H -0.746 -2.026 1.604  0.083
H -1.227 -3.051 0.231  0.077
H 0.120 -1.900 0.073  0.083
H -1.051 2.492 0.841  0.022
C 4.865 2.560 -0.957  -0.093
N 5.479 2.990 -1.813  0.052
H 4.294 2.160 -0.161  0.041

Its SMILES is [H]/N=C(/C)C#C.C#N. The multiplicity is 1. For the energy above the lowest of the compared OMol25 structures with the same formula, charge and spin, the calculation gives 71.3 kcal/mol. Its net charge is 0. For the molar mass, the calculation gives 94.12 g mol⁻¹. For the HOMO-LUMO gap, the calculation gives 10.8 eV. The value obtained for the HOMO energy is -10.306 eV. For the energy, the calculation gives -8259.268 eV.



# 4
Here is a cluster of 3 separate species, C3H10N2O3 in total from the OMol25 dataset. Energies are from ωB97M-V/def2-TZVPD.

Each line ends with the Löwdin charge.
Element x y z (Å)
C -1.328 0.851 -0.815  0.110
C -2.005 -0.413 -0.514  -0.109
O 0.917 -0.185 -1.198  -0.365
O 0.729 -1.621 -1.068  -0.226
H 0.888 -1.928 -1.970  0.064
H -0.743 0.910 -1.717  0.076
H -1.728 1.770 -0.418  0.089
H -2.761 -0.576 -1.298  0.105
H -2.512 -0.399 0.451  0.086
H -1.306 -1.253 -0.599  0.063
C 0.850 0.631 1.122  -0.621
N 0.760 -0.652 1.588  0.176
N 2.080 1.215 1.151  0.173
O -0.168 1.325 0.886  -0.029
H 2.890 0.617 1.151  0.107
H -0.168 -1.028 1.472  0.092
H 1.450 -1.292 1.216  0.099
H 2.156 2.028 0.561  0.112

The multiplicity is 1. For the energy above the lowest of the compared OMol25 structures with the same formula, charge and spin, the calculation gives 143.3 kcal/mol. Its net charge is 0. For the molar mass, the calculation gives 122.12 g mol⁻¹. For the HOMO-LUMO gap (alpha / beta), the calculation gives 6.9 / 6.9 eV. The value obtained for the HOMO energy (alpha / beta) is -7.254 / -7.252 eV. For the energy, the calculation gives -12390.522 eV.